# 1
ORCA calculation (ωB97M-V/def2-TZVPD) on a 2-piece molecular cluster, C14H26B2N2O10PS overall in a non-equilibrium geometry.

Results
Gap between HOMO and LUMO (eV): 7.9
2S+1: 1
LUMO energy (eV): -4.8
Net charge: +1

Atoms and positions in Å:
C1 -1.4238 4.3543 -2.4375
C2 -2.6620 4.7853 -1.5738
C3 -3.4225 3.6117 -0.8443
C4 -2.8394 3.2828 0.6099
O1 -1.4154 3.5966 0.5866
C5 -0.6188 2.5221 0.8557
C6 0.3303 2.6785 1.9618
N1 1.2292 1.6869 2.3253
P1 2.3297 2.1385 3.6781
C7 2.1449 0.9182 5.0878
O2 3.8833 2.0167 3.0241
C8 1.2799 0.4585 1.6851
B1 2.3267 -0.7210 2.0726
C9 1.7887 -2.0558 2.8074
O3 3.6853 -0.6197 1.7500
C10 0.3669 0.1963 0.5609
B2 0.3508 -1.1906 -0.2980
N2 -0.2609 -2.4365 0.1447
O4 0.9700 -1.1164 -1.5710
C11 -0.5775 1.2336 0.1323
C12 -1.5010 0.9459 -1.0845
O5 -2.5551 0.4212 -0.8486
O6 -1.2250 1.2737 -2.3835
H1 -1.7042 3.8104 -3.3793
H2 -0.7610 3.6475 -1.8610
H3 -0.7580 5.2273 -2.6908
H4 -2.3016 5.5483 -0.8376
H5 -3.4118 5.2987 -2.2380
H6 -3.5578 2.6878 -1.4632
H7 -4.4679 3.9904 -0.6449
H8 -3.0211 2.2111 0.8972
H9 -3.4279 3.9031 1.3330
H10 0.3332 3.6372 2.5376
H11 2.2781 1.5166 6.0252
H12 1.1511 0.4161 5.0065
H13 2.9909 0.1689 5.0895
H14 4.1251 2.8745 2.6294
H15 1.9495 -2.9759 2.1737
H16 0.6705 -1.9881 2.9505
H17 2.2938 -2.2207 3.8010
H18 4.2261 -0.3558 2.5181
H19 -0.9145 -2.2929 0.9195
H20 0.4981 -3.0687 0.4118
H21 1.7409 -0.5286 -1.4567
H22 -0.3235 1.0060 -2.6481
C13 -0.6133 -4.7456 -3.7835
C14 0.0418 -4.6952 -2.4163
O7 0.2677 -6.0612 -2.0656
S1 0.5624 -6.9119 -3.4101
O8 1.9707 -7.0414 -3.5585
O9 -0.3179 -8.0255 -3.4373
O10 0.0430 -5.8108 -4.4732
H23 -1.6749 -4.9931 -3.7046
H24 -0.4999 -3.8109 -4.3304
H25 -0.5840 -4.2062 -1.6730
H26 1.0124 -4.1924 -2.4620

# 2
ORCA calculation (ωB97M-V/def2-TZVPD) on an isolated ion of composition C14H26BClN2O3PS and charge -1 in a non-equilibrium geometry.

Results
Gap between HOMO and LUMO (eV): 6.3
2S+1: 1
LUMO energy (eV): 2.4
Net charge: -1

Atoms and positions in Å:
N1 1.3488 2.8319 2.6927
P1 1.5738 3.5071 1.2283
B1 2.1953 2.2190 -0.0799
C1 3.2402 1.1563 0.6334
C2 4.3694 0.7238 -0.3493
C3 4.2675 -0.7519 -0.8021
C4 4.2338 -1.7495 0.3658
S1 3.2583 -3.2433 0.0992
O1 2.6701 -3.5899 1.3555
O2 4.0743 -4.2944 -0.4290
Cl1 1.7651 -2.8689 -1.2556
C5 1.0265 1.4209 -0.9378
C6 -0.4200 1.5142 -0.4108
C7 -0.6797 0.5437 0.7578
N2 -2.0935 0.1214 0.8220
C8 -2.3545 -1.0353 -0.0268
C9 -3.8308 -1.1539 -0.4112
C10 -4.1312 -1.6200 -1.6756
C11 -5.4360 -1.7471 -2.0763
C12 -6.4577 -1.3885 -1.2350
C13 -6.1709 -0.9304 0.0197
C14 -4.8599 -0.8279 0.4388
O3 -4.6213 -0.3999 1.7280
H1 1.9964 3.3216 3.3088
H2 0.3879 4.1761 0.7962
H3 2.5755 4.5142 1.3434
H4 2.8675 2.8490 -0.8915
H5 2.6476 0.2801 0.9275
H6 3.7310 1.5972 1.5090
H7 5.3634 0.9263 0.0757
H8 4.3189 1.3186 -1.2688
H9 3.4104 -0.8310 -1.4754
H10 5.1599 -0.9787 -1.4012
H11 3.8704 -1.3021 1.2926
H12 5.2437 -2.1196 0.5664
H13 1.0637 1.7335 -1.9900
H14 1.2971 0.3506 -0.9329
H15 -0.7688 2.5251 -0.1833
H16 -1.0812 1.1542 -1.2225
H17 -0.4651 1.0985 1.6786
H18 -0.0380 -0.3501 0.6882
H19 -2.2896 -0.1354 1.7815
H20 -1.9673 -1.9922 0.3659
H21 -1.8247 -0.8566 -0.9715
H22 -3.3185 -1.8829 -2.3466
H23 -5.6717 -2.1369 -3.0632
H24 -7.4762 -1.4971 -1.5955
H25 -6.9812 -0.6663 0.6943
H26 -5.0190 0.4662 1.8626

# 3
ORCA calculation (ωB97M-V/def2-TZVPD) on a 7-piece molecular cluster, C14H26Cl12N2O3 overall in a non-equilibrium geometry.

Results
Gap between HOMO and LUMO (eV): 10.2
2S+1: 1
LUMO energy (eV): -0.1
Net charge: 0

Atoms and positions in Å:
N1 1.4075 -7.9986 0.4773
C1 1.2054 -6.7058 -0.0346
O1 1.9535 -6.1710 -0.7759
O2 0.0724 -6.0136 0.3150
N2 -0.8647 -6.7906 1.0772
C2 -1.7955 -7.2080 0.3783
O3 -2.5987 -7.8422 -0.1444
H1 0.9105 -8.6682 -0.0942
H2 1.0814 -8.0764 1.4311
Cl1 5.2845 -1.5296 -1.8695
C3 4.0182 -2.6609 -1.3161
C4 3.9722 -3.9264 -2.1284
Cl2 3.4126 -3.6429 -3.8008
H3 3.0730 -2.1301 -1.3488
H4 4.2398 -2.9038 -0.2789
H5 3.2685 -4.6216 -1.6708
H6 4.9492 -4.3991 -2.1835
Cl3 0.5162 -2.4754 -0.4645
C5 0.2977 -2.2132 -2.2182
C6 -1.1521 -2.1059 -2.6097
Cl4 -2.0120 -3.6622 -2.4279
H7 0.7874 -3.0325 -2.7381
H8 0.8169 -1.2876 -2.4664
H9 -1.2243 -1.8245 -3.6589
H10 -1.6763 -1.3661 -2.0167
Cl5 -1.1917 0.7286 -0.3793
C7 -2.1544 2.0522 -1.0862
C8 -3.6251 1.7301 -1.1197
Cl6 -4.0020 0.4270 -2.2813
H11 -1.7664 2.2523 -2.0819
H12 -1.9874 2.9318 -0.4654
H13 -4.1866 2.6067 -1.4347
H14 -3.9837 1.4250 -0.1425
Cl7 -2.7675 3.1881 2.9805
C9 -3.7526 4.5156 2.3200
C10 -5.2227 4.1881 2.3247
Cl8 -5.6136 2.8855 1.1705
H15 -3.3966 4.7238 1.3139
H16 -3.5681 5.3901 2.9400
H17 -5.7939 5.0650 2.0255
H18 -5.5612 3.8737 3.3081
Cl9 2.9589 1.7016 -2.2197
C11 4.5612 1.8210 -2.9932
C12 4.5256 2.6486 -4.2516
Cl10 3.6179 1.8468 -5.5593
H19 4.9138 0.8121 -3.1875
H20 5.2278 2.2849 -2.2680
H21 5.5401 2.8010 -4.6158
H22 4.0703 3.6199 -4.0766
Cl11 -1.8709 4.3512 7.7523
C13 -0.6632 4.7570 6.5070
C14 -0.7795 6.1882 6.0509
Cl12 -2.2801 6.4715 5.1313
H23 -0.7921 4.0659 5.6778
H24 0.3181 4.5937 6.9488
H25 0.0496 6.4310 5.3887
H26 -0.7673 6.8783 6.8900

# 4
ORCA calculation (ωB97M-V/def2-TZVPD) on C14H26ClN2 as an isolated structure in a non-equilibrium geometry.

Results
Gap between HOMO and LUMO (eV): 6.9
2S+1: 1
LUMO energy (eV): -5.3
Net charge: +1

Atoms and positions in Å:
C1 -2.2574 -1.8510 -1.5725
N1 -1.1149 -2.5353 -0.9563
C2 -0.8611 -3.8414 -1.5608
C3 0.0192 -1.5778 -0.6614
Cl1 1.8268 -2.6976 -0.2610
H1 -3.0978 -2.5486 -1.6505
H2 -2.5388 -0.9943 -0.9463
H3 -2.0063 -1.4727 -2.5943
H4 -1.8368 -4.3531 -1.5660
H5 -0.4789 -3.7825 -2.6065
H6 -0.1522 -4.3986 -0.9401
H7 0.4186 -1.1138 -1.6025
C4 1.7877 3.2016 -1.8859
C5 0.5371 3.6049 -1.0830
C6 0.3935 2.8177 0.2287
N2 0.5799 1.3678 0.0060
C7 0.1556 0.4503 0.9609
C8 -0.2159 -0.8689 0.5342
C9 -0.7460 -1.8391 1.6008
C10 -1.1492 -1.2382 2.9406
C11 -0.2808 -0.0974 3.3937
C12 -0.1689 0.9603 2.3058
C13 1.8030 1.0078 -0.6843
C14 1.8941 1.6834 -2.0332
H8 1.7560 3.6817 -2.8732
H9 2.6782 3.5723 -1.3566
H10 0.5747 4.6821 -0.8533
H11 -0.3626 3.4421 -1.6951
H12 1.1388 3.2061 0.9537
H13 -0.6048 3.0283 0.6496
H14 -0.8091 -0.6146 -0.4436
H15 -1.6000 -2.3910 1.1826
H16 0.0571 -2.5696 1.7662
H17 -2.1903 -0.9090 2.8858
H18 -1.1165 -2.0420 3.6695
H19 -0.6924 0.3505 4.2937
H20 0.7162 -0.4607 3.6434
H21 0.6091 1.6695 2.5949
H22 -1.1172 1.5213 2.2827
H23 2.6766 1.2865 -0.0681
H24 1.8391 -0.0718 -0.8125
H25 1.0889 1.3236 -2.6879
H26 2.8478 1.4114 -2.4978

# 5
ORCA calculation (ωB97M-V/def2-TZVPD) on C14H26N2O5 in the gas phase.

Results
Gap between HOMO and LUMO (eV): 9.4
2S+1: 1
LUMO energy (eV): 0.7
Net charge: 0

Atoms and positions in Å:
C1 -2.2647 -2.9724 1.3966
C2 -2.2611 -2.3293 0.0316
O1 -2.0555 -2.9810 -0.9762
N1 -2.4986 -0.9910 -0.0462
C3 -2.4307 -0.4054 -1.3740
C4 -0.9974 -0.3912 -1.9367
O2 -0.8438 0.5961 -2.9420
C5 -0.4620 1.8576 -2.4587
C6 1.0619 2.0196 -2.3532
O3 1.5547 1.1600 -1.3503
C7 2.7701 1.5569 -0.7775
C8 3.1682 0.5086 0.2771
N2 2.0649 0.0120 1.0618
C9 1.5211 -1.2269 0.9085
C10 1.9084 -2.0178 -0.3148
O4 0.7540 -1.6792 1.7428
C11 1.5262 0.8585 2.1043
C12 0.3798 1.7820 1.6303
O5 -0.6966 1.1484 0.9975
C13 -1.4863 0.3268 1.8369
C14 -2.7422 -0.1214 1.0795
H1 -2.2947 -4.0499 1.2574
H2 -3.1099 -2.6635 2.0046
H3 -1.3383 -2.7170 1.9063
H4 -2.8032 0.6185 -1.3265
H5 -3.0729 -0.9850 -2.0436
H6 -0.2982 -0.2152 -1.1169
H7 -0.7768 -1.3518 -2.4036
H8 -0.8355 2.5956 -3.1756
H9 -0.8995 2.0482 -1.4718
H10 1.5320 1.7795 -3.3174
H11 1.2862 3.0673 -2.1033
H12 3.5655 1.6251 -1.5368
H13 2.6657 2.5532 -0.3165
H14 3.9032 0.9626 0.9527
H15 3.6435 -0.3337 -0.2225
H16 1.8989 -1.3899 -1.2004
H17 2.8932 -2.4650 -0.1862
H18 1.1815 -2.8178 -0.4343
H19 2.3221 1.4890 2.5095
H20 1.1559 0.2021 2.8964
H21 0.7539 2.4908 0.8896
H22 0.0281 2.3448 2.5118
H23 -1.7970 0.8995 2.7258
H24 -0.9155 -0.5491 2.1579
H25 -3.4011 -0.6178 1.7973
H26 -3.2574 0.7686 0.7088